Formula: C63H133N7O7
Source: the OMol25 dataset
Level of theory: wB97M-V/def2-TZVPD

Geometry as ORCA input:
```
! wB97M-V def2-TZVPD RIJCOSX def2/J DEFGRID3
* xyz 0 1
C 4.99737 -2.02318 -5.39148
C 4.98338 -0.44406 -5.80498
C 5.91482 -0.17785 -7.07903
C 3.53037 -0.09912 -6.22196
C 2.54216 0.17670 -5.10666
C 3.16058 1.20702 -4.09151
C 4.61283 0.69130 -3.44504
C 5.06221 2.01468 -2.75021
C 4.39978 -0.55938 -2.53914
N 5.48437 0.44404 -4.64431
O 6.84415 0.21206 -4.39629
H 5.72103 -2.15413 -4.58694
H 4.04384 -2.49784 -5.16001
H 5.32831 -2.64040 -6.22671
H 5.70479 -0.71609 -8.00330
H 5.94917 0.84814 -7.44546
H 6.96523 -0.30925 -6.81926
H 3.65112 0.74476 -6.90120
H 3.19686 -0.88996 -6.89385
H 1.63872 0.56095 -5.58022
H 2.28529 -0.66174 -4.45926
H 2.41615 1.38670 -3.31586
H 3.35090 2.20333 -4.49057
H 6.07606 1.90555 -2.36510
H 4.34880 2.24116 -1.95784
H 5.06444 2.85409 -3.44554
H 5.08351 -1.38676 -2.72901
H 3.33539 -0.79006 -2.58345
H 4.70889 -0.45346 -1.49927
H 7.21064 0.91016 -4.94395
C 3.44562 3.86574 1.00190
C 4.00853 5.25176 0.53732
C 4.60413 5.18246 -0.88672
C 2.81493 6.20537 0.69312
C 3.13219 7.76303 0.80243
C 4.12984 7.97340 1.92290
C 5.41570 7.08549 1.93733
C 6.44211 7.48583 0.85093
C 6.00505 7.27620 3.34922
N 4.94018 5.71510 1.60770
O 5.91483 4.68396 1.88593
H 4.22309 3.11535 1.14528
H 3.16797 3.85954 2.05592
H 2.84344 3.30445 0.28745
H 4.67777 6.18394 -1.31064
H 5.55562 4.65290 -0.93510
H 3.81069 4.77119 -1.51074
H 2.19232 6.10425 -0.19583
H 2.13567 6.02247 1.52574
H 3.58642 8.02075 -0.15431
H 2.17297 8.28049 0.78706
H 3.55371 7.87359 2.84279
H 4.35370 9.03921 1.87790
H 7.26752 6.79669 0.67235
H 6.88808 8.44728 1.10554
H 5.96111 7.77265 -0.08420
H 5.36733 7.24293 4.23256
H 6.60920 8.17172 3.49462
H 6.67578 6.41885 3.40545
H 5.82700 4.56336 2.83427
C 3.21615 -2.67590 6.24066
C 4.74800 -2.35832 6.01156
C 5.48917 -1.89537 7.32107
C 5.45937 -3.70829 5.73740
C 5.45567 -4.16863 4.26564
C 5.66667 -3.04248 3.22457
C 5.06647 -1.64350 3.49215
C 5.93316 -0.77030 2.67087
C 3.52472 -1.59860 3.08205
N 5.19622 -1.45117 4.88967
O 4.93576 -0.07056 5.23550
H 2.86190 -3.21690 5.36321
H 3.09096 -3.33080 7.10295
H 2.61787 -1.77571 6.38143
H 5.65861 -2.60395 8.13181
H 6.46300 -1.51768 7.00946
H 4.97055 -1.02574 7.72467
H 6.53224 -3.67641 5.92724
H 5.23589 -4.50685 6.44483
H 6.22637 -4.92669 4.12613
H 4.45597 -4.52634 4.01919
H 5.38984 -3.42238 2.24113
H 6.73697 -2.96395 3.03380
H 5.31712 0.10398 2.46055
H 6.25960 -1.12914 1.69477
H 6.78706 -0.44263 3.26382
H 3.02468 -0.84070 3.68509
H 3.13088 -2.60118 3.24886
H 3.35042 -1.38109 2.02829
H 5.79794 0.26026 5.49780
C -6.21744 -4.95235 -6.82421
C -5.74627 -4.33601 -5.50052
C -6.81268 -4.81927 -4.46664
C -4.39625 -4.99718 -5.11972
C -3.18247 -4.46258 -5.82729
C -3.08573 -2.93967 -5.71660
C -4.38989 -2.22560 -6.00835
C -4.26097 -0.85512 -5.36291
C -4.47153 -2.13496 -7.50089
N -5.64950 -2.86795 -5.51544
O -6.84386 -2.19425 -5.71391
H -5.55093 -4.61352 -7.61734
H -6.09337 -6.02074 -7.00100
H -7.20860 -4.60602 -7.11706
H -6.91624 -5.89034 -4.64041
H -6.46335 -4.64590 -3.44879
H -7.78905 -4.40954 -4.72530
H -4.25877 -4.83295 -4.05097
H -4.49203 -6.06940 -5.29084
H -2.41929 -4.93982 -5.21255
H -3.06585 -4.75925 -6.86964
H -2.33786 -2.57925 -6.42292
H -2.67844 -2.68025 -4.73940
H -4.07049 -0.85613 -4.28968
H -5.04458 -0.14992 -5.63994
H -3.35194 -0.35819 -5.70175
H -5.36100 -1.58136 -7.80169
H -4.43852 -3.03994 -8.10754
H -3.64088 -1.65521 -8.01854
H -7.00510 -1.80495 -4.85133
C -5.35371 3.18079 0.66473
C -6.66962 2.50380 0.36040
C -7.52459 2.33005 1.68145
C -7.39407 3.45297 -0.50452
C -6.97498 3.41432 -2.01122
C -7.16713 1.97641 -2.57412
C -6.45348 0.92182 -1.69744
C -7.13666 -0.46701 -2.05726
C -4.94262 0.90767 -2.10799
N -6.59842 1.16300 -0.28697
O -6.00181 0.25566 0.55083
H -4.67390 2.73381 1.39010
H -4.76771 3.24384 -0.25218
H -5.40617 4.17429 1.11006
H -8.32128 1.60943 1.49680
H -6.93389 2.07741 2.56199
H -7.93700 3.30095 1.95601
H -8.47818 3.37302 -0.42445
H -7.13414 4.49935 -0.34446
H -7.52895 4.18722 -2.54399
H -5.95478 3.71735 -2.24672
H -6.83870 2.01459 -3.61276
H -8.24447 1.81974 -2.62796
H -6.54499 -1.26199 -1.60334
H -7.09258 -0.65738 -3.12960
H -8.17066 -0.56728 -1.72727
H -4.62026 -0.13276 -2.06702
H -4.49137 1.66245 -1.46395
H -4.81277 1.15839 -3.16079
H -5.13634 0.19293 0.14019
C -2.13042 0.71425 1.91269
C -1.16644 1.68482 1.18676
C -1.49952 3.04389 1.85540
C 0.24962 1.20627 1.58076
C 0.89992 0.07017 0.82924
C 0.74369 0.22654 -0.70270
C -0.60017 0.83287 -1.26073
C -0.32021 1.63738 -2.60719
C -1.57393 -0.41701 -1.65015
N -1.17153 1.81484 -0.30938
O -2.23558 2.53599 -0.78134
H -3.17796 1.01503 1.92998
H -1.92150 -0.32731 1.66854
H -1.87402 0.71139 2.97210
H -1.14076 3.18420 2.87506
H -1.13348 3.93018 1.33712
H -2.58026 3.18544 1.86340
H 0.77841 2.15883 1.61416
H 0.14806 0.89607 2.62074
H 1.95825 0.10380 1.08791
H 0.37900 -0.81849 1.18566
H 1.04539 -0.77950 -0.99417
H 1.51229 0.84023 -1.17251
H -1.20124 1.77421 -3.23421
H 0.36677 1.01259 -3.17797
H 0.21763 2.57305 -2.45435
H -1.98528 -0.75519 -0.69908
H -1.07644 -1.03142 -2.40055
H -2.33931 -0.05067 -2.33431
H -1.93576 3.44334 -0.87318
C -3.04410 -4.72252 7.57524
C -2.00854 -4.54338 6.46125
C -0.55299 -4.93238 6.79771
C -2.41477 -5.53455 5.38142
C -1.82769 -5.29435 4.01318
C -2.33047 -3.92042 3.61478
C -2.07023 -2.74553 4.57967
C -0.63526 -2.06066 4.40211
C -3.17462 -1.76206 4.35625
N -2.11610 -3.20019 5.95677
O -1.86017 -2.18850 6.86916
H -3.96971 -4.24438 7.25471
H -3.29693 -5.74129 7.86897
H -2.48212 -4.24303 8.37672
H 0.16276 -4.85034 5.97975
H -0.21381 -4.41551 7.69543
H -0.49746 -5.97245 7.11908
H -1.98819 -6.50683 5.62796
H -3.48131 -5.75765 5.35245
H -0.75010 -5.34829 3.85830
H -2.36900 -6.04070 3.43177
H -3.37573 -4.04994 3.33415
H -1.97277 -3.65169 2.62083
H -0.37772 -1.96173 3.34760
H 0.15303 -2.61247 4.91417
H -0.60952 -1.07228 4.86097
H -2.84781 -0.73197 4.49841
H -4.02060 -1.81259 5.04171
H -3.72232 -1.79034 3.41428
H -0.92675 -2.03454 6.70601
*
```


Formula: C63H133N7O7
Source: the OMol25 dataset
Level of theory: wB97M-V/def2-TZVPD

Geometry as ORCA input:
```
! wB97M-V def2-TZVPD RIJCOSX def2/J DEFGRID3
* xyz 0 1
C 6.06501 -5.24668 4.10061
C 4.86884 -4.72358 3.31006
C 3.57361 -4.93488 4.09777
C 5.10745 -3.21067 3.15673
C 4.24579 -2.61238 2.06628
C 4.64289 -3.26670 0.74182
C 4.34609 -4.76818 0.73027
C 2.85280 -5.05036 0.52782
C 5.13848 -5.33831 -0.42756
N 4.87173 -5.31034 1.98229
O 4.75092 -6.72510 2.05888
H 5.89166 -5.17329 5.17946
H 6.10089 -6.34210 4.02080
H 7.04551 -4.85637 3.84721
H 3.34555 -5.99234 4.22082
H 3.70953 -4.50195 5.09601
H 2.73108 -4.35331 3.71910
H 4.82210 -2.67898 4.07629
H 6.15480 -2.91850 3.06657
H 3.17251 -2.74549 2.21724
H 4.41870 -1.53842 1.97201
H 5.66920 -3.01100 0.47403
H 4.02921 -2.79327 -0.03547
H 2.21483 -4.34990 1.06914
H 2.60793 -6.06116 0.85007
H 2.64894 -4.93401 -0.53882
H 4.84317 -4.91809 -1.38757
H 4.99596 -6.42984 -0.51816
H 6.22863 -5.34696 -0.32554
H 5.53854 -7.02442 1.59310
C 1.08016 4.89286 -5.18513
C 2.23716 5.89290 -4.98116
C 2.59699 5.95644 -3.49382
C 3.47571 5.36323 -5.71118
C 3.32648 5.40589 -7.22347
C 3.13150 6.87169 -7.61681
C 1.94765 7.54956 -6.91837
C 2.14259 9.06238 -7.05966
C 0.62187 7.08560 -7.53622
N 2.02520 7.24390 -5.47339
O 1.02090 7.92697 -4.76360
H 1.03289 4.45101 -6.17262
H 1.18793 4.10142 -4.43514
H 0.11381 5.30177 -4.86256
H 2.64630 4.96413 -3.04611
H 3.53077 6.48200 -3.30183
H 1.79557 6.51374 -3.00200
H 4.31938 6.02613 -5.47934
H 3.78308 4.40232 -5.28796
H 4.19400 4.98218 -7.72836
H 2.44666 4.84078 -7.53860
H 2.85946 6.81270 -8.67882
H 4.06227 7.42588 -7.52085
H 1.47580 9.61974 -6.40439
H 2.06962 9.37420 -8.09924
H 3.13740 9.28774 -6.66697
H 0.74054 6.09668 -7.98388
H 0.25847 7.79068 -8.28884
H -0.25510 6.99641 -6.88679
H 0.18333 7.45322 -4.89429
C 1.98723 5.96960 0.30837
C 0.89864 6.86657 0.85182
C 0.20381 7.59789 -0.31368
C -0.12442 5.95594 1.52656
C -1.13361 6.69652 2.38354
C -0.39879 7.50392 3.46280
C 0.67538 8.42991 2.90218
C 0.04292 9.75902 2.44079
C 1.65836 8.74473 4.03018
N 1.42232 7.80510 1.82983
O 2.48127 8.57188 1.32850
H 2.59127 5.39338 1.00236
H 1.57929 5.31885 -0.47377
H 2.65167 6.58766 -0.31035
H 0.99095 8.22869 -0.76463
H -0.05554 6.94627 -1.14690
H -0.51793 8.34331 0.00985
H -0.68591 5.39000 0.77222
H 0.31521 5.14178 2.11635
H -1.71774 7.39146 1.77541
H -1.81041 6.01844 2.90543
H -0.00518 6.88010 4.26455
H -1.17628 8.15156 3.88324
H 0.61168 10.31850 1.69987
H -0.25545 10.40600 3.26990
H -0.94616 9.57560 1.99434
H 2.19508 7.83258 4.31052
H 1.13474 9.00566 4.95741
H 2.38152 9.53497 3.83751
H 2.11606 9.44317 1.11322
C -0.64629 -5.47039 -3.94792
C -1.22713 -5.86563 -2.58798
C -0.10177 -5.75021 -1.54589
C -2.32425 -4.89376 -2.16907
C -3.58290 -5.05895 -2.99230
C -4.12865 -6.45436 -2.65346
C -3.14327 -7.56027 -2.99059
C -3.52592 -8.87905 -2.32459
C -3.19165 -7.79150 -4.50978
N -1.79163 -7.21212 -2.50553
O -0.86319 -8.16840 -2.97522
H -0.55965 -4.39654 -4.11513
H 0.36635 -5.86481 -4.08046
H -1.20266 -5.94369 -4.75547
H 0.43716 -4.81264 -1.67713
H -0.51991 -5.82684 -0.54207
H 0.61337 -6.55844 -1.70898
H -2.49693 -5.05224 -1.09867
H -1.95417 -3.86654 -2.22994
H -4.35764 -4.30685 -2.84665
H -3.29619 -5.07030 -4.04673
H -5.02030 -6.57682 -3.28325
H -4.58700 -6.48122 -1.65706
H -2.75047 -9.62241 -2.48369
H -4.44058 -9.24385 -2.79477
H -3.66917 -8.69745 -1.25949
H -4.20834 -8.02039 -4.85464
H -2.66976 -8.70756 -4.79965
H -2.86723 -6.96750 -5.14051
H -0.44553 -8.54205 -2.19346
C -4.09340 -1.64498 -1.62298
C -5.28287 -1.72084 -0.66468
C -4.97602 -0.97700 0.64290
C -6.45794 -1.02783 -1.34356
C -7.82045 -1.34072 -0.73328
C -7.99228 -2.87146 -0.67864
C -6.87713 -3.54310 0.11723
C -7.01992 -3.29696 1.63413
C -7.00257 -5.04897 -0.17416
N -5.58826 -3.12983 -0.44648
O -4.50180 -3.82379 0.13676
H -3.23242 -2.20076 -1.25713
H -4.44410 -1.86228 -2.62828
H -3.72575 -0.61099 -1.63085
H -4.28520 -1.59175 1.23226
H -4.45836 -0.03705 0.44344
H -5.83393 -0.79940 1.28856
H -6.26524 0.05283 -1.31719
H -6.56231 -1.15621 -2.43056
H -7.81925 -1.01086 0.30955
H -8.65571 -0.92908 -1.29509
H -7.88294 -3.22597 -1.70902
H -8.95168 -3.11165 -0.22326
H -6.06424 -3.15654 2.13176
H -7.57345 -4.12986 2.07340
H -7.63675 -2.42323 1.86328
H -6.70579 -5.20629 -1.21506
H -8.04160 -5.35874 -0.05634
H -6.36062 -5.68362 0.43760
H -4.35387 -4.51107 -0.52172
C 1.58490 -2.32156 5.83949
C 1.01566 -0.94294 5.40052
C 2.14441 -0.24270 4.67599
C -0.13993 -1.16785 4.40521
C -1.36573 -1.74479 5.04967
C -1.81118 -0.88940 6.25665
C -0.69262 -0.55476 7.22706
C -1.13124 0.60052 8.12902
C -0.46525 -1.75482 8.16564
N 0.47036 -0.12150 6.46770
O 1.49540 0.29556 7.36782
H 2.27751 -2.70077 5.09041
H 2.04080 -2.16123 6.82054
H 0.84541 -3.10221 6.01320
H 1.91746 0.80738 4.43887
H 3.11886 -0.21481 5.16244
H 2.24983 -0.69948 3.68675
H -0.23153 -0.19447 3.90695
H 0.23059 -1.82775 3.61174
H -2.22674 -1.83203 4.38595
H -1.13319 -2.76175 5.37634
H -2.61827 -1.44621 6.73513
H -2.25127 0.00507 5.80210
H -2.22259 0.57774 8.23267
H -1.03124 1.56851 7.62670
H -0.62935 0.61656 9.09006
H 0.34496 -1.53028 8.87776
H -0.19049 -2.69301 7.70205
H -1.27854 -1.80611 8.89561
H 1.80090 1.11834 6.97584
C 3.25034 2.08945 -1.01230
C 2.22708 1.05497 -0.57463
C 2.96684 -0.11507 0.08604
C 1.28101 1.71816 0.43725
C 0.15491 0.79180 0.80379
C -0.60540 0.34352 -0.45119
C 0.26535 -0.22414 -1.57551
C 0.64006 -1.68684 -1.30999
C -0.56740 -0.22140 -2.86165
N 1.39338 0.68117 -1.71587
O 2.20065 0.34015 -2.84549
H 3.96268 1.72116 -1.75259
H 2.85084 3.01510 -1.42687
H 3.83941 2.28811 -0.11353
H 3.47831 -0.67537 -0.71347
H 3.83344 0.23575 0.65110
H 2.40753 -0.86800 0.62685
H 1.78585 2.12650 1.31541
H 0.87845 2.59293 -0.09042
H 0.55868 -0.13346 1.22337
H -0.57921 1.25502 1.46154
H -1.15119 1.19455 -0.87668
H -1.38074 -0.35105 -0.11974
H 0.94443 -1.90194 -0.28388
H 1.47841 -1.99670 -1.93979
H -0.20521 -2.34037 -1.52123
H 0.08039 -0.40687 -3.72160
H -0.97442 0.77254 -3.07537
H -1.35963 -0.96378 -2.81346
H 1.91768 0.99902 -3.48573
*
```


no.,HOMO level (Ha),LUMO energy (Eh)
1,-0.286,0.0137
2,-0.293,0.0142